{
  "formula": "C17H24N2O5S",
  "method": "ωB97M-V/def2-TZVPD",
  "energy_ev": -42070.9208,
  "smiles": "CS(=O)(=O)N(CC(=O)N1CCCCCC1)c1ccc2c(c1)OCCO2",
  "molar_mass_g_mol": 368.45,
  "e_above_lowest_kcal_mol": 43.12,
  "max_force_ev_per_a": 0.98,
  "homo_lumo_gap_ev": 9.00,
  "total_charge": 0,
  "homo_energy_ev": -8.293,
  "elements": ["C", "S", "O", "O", "N", "C", "C", "O", "N", "C", "C", "C", "C", "C", "C", "C", "C", "C", "C", "C", "C", "O", "C", "C", "O", "H", "H", "H", "H", "H", "H", "H", "H", "H", "H", "H", "H", "H", "H", "H", "H", "H", "H", "H", "H", "H", "H", "H", "H"],
  "xyz": [[3.40826, 1.19448, -0.54311], [1.67709, 1.50446, -0.96648], [1.57037, 1.61768, -2.38800], [1.18276, 2.59130, -0.17757], [0.83993, 0.11648, -0.48971], [1.12042, -0.32147, 0.86205], [1.17622, 0.86103, 1.83688], [2.24802, 1.15506, 2.34559], [0.03129, 1.47817, 2.14094], [-1.25216, 1.20588, 1.53972], [-2.16481, 0.39591, 2.46576], [-2.32260, 1.01170, 3.85721], [-1.03693, 0.93939, 4.68772], [-0.10228, 2.14163, 4.52691], [0.08356, 2.58780, 3.07013], [0.59024, -0.86051, -1.47201], [1.08961, -2.15819, -1.39303], [0.81575, -3.06710, -2.39657], [0.04229, -2.70649, -3.49016], [-0.49968, -1.41756, -3.54898], [-0.22152, -0.50611, -2.54133], [-1.32469, -1.02380, -4.56726], [-1.79844, -2.09345, -5.35525], [-0.65934, -3.06046, -5.67347], [-0.16496, -3.63216, -4.48273], [3.97546, 2.00316, -0.98493], [3.50817, 1.20015, 0.53641], [3.69265, 0.24730, -0.98282], [0.34268, -1.02819, 1.16696], [2.09512, -0.82250, 0.94209], [-1.72319, 2.16774, 1.31598], [-1.11636, 0.68631, 0.59195], [-3.14411, 0.31844, 1.98924], [-1.76883, -0.61668, 2.57483], [-2.65507, 2.04720, 3.77187], [-3.10798, 0.45898, 4.37800], [-1.29462, 0.85890, 5.74596], [-0.49711, 0.02894, 4.41898], [-0.48909, 2.98922, 5.09540], [0.86814, 1.87329, 4.94599], [1.05537, 3.07206, 2.95403], [-0.69204, 3.29974, 2.78525], [1.69970, -2.46695, -0.55971], [1.20789, -4.07071, -2.35706], [-0.62688, 0.48814, -2.61054], [-2.21021, -1.65077, -6.26328], [-2.58926, -2.63418, -4.81664], [-1.00139, -3.88841, -6.29605], [0.14258, -2.51484, -6.18916]],
  "atomic_forces_ev_per_a": [[-0.86, 0.10, -0.07], [0.49, 0.25, -0.27], [0.12, -0.28, -0.14], [0.17, -0.05, 0.22], [0.49, 0.85, -0.10], [0.20, 0.02, 0.31], [0.00, -0.48, 0.25], [0.22, -0.02, 0.23], [-0.09, 0.20, 0.11], [-0.44, -0.46, -0.05], [-0.02, 0.38, -0.09], [0.10, -0.36, 0.01], [-0.06, 0.26, 0.09], [0.03, -0.13, -0.11], [0.27, 0.16, 0.32], [-0.30, -0.50, -0.66], [0.04, 0.17, 0.12], [-0.18, 0.03, -0.24], [0.08, 0.03, -0.01], [0.00, -0.08, 0.13], [-0.05, -0.32, -0.18], [0.24, 0.23, 0.22], [0.05, -0.54, -0.23], [-0.33, 0.40, -0.28], [0.08, 0.00, 0.44], [0.02, 0.17, -0.14], [-0.01, -0.05, 0.11], [0.06, -0.19, -0.11], [0.03, 0.06, -0.08], [-0.19, 0.08, 0.07], [0.05, -0.04, -0.06], [-0.04, 0.10, 0.04], [-0.02, -0.08, -0.06], [0.00, -0.07, -0.02], [-0.13, 0.11, 0.02], [-0.04, 0.09, -0.01], [0.05, -0.08, 0.00], [0.00, -0.07, 0.06], [0.03, 0.04, 0.05], [0.04, 0.09, 0.04], [-0.15, 0.04, -0.01], [0.00, -0.05, -0.05], [0.09, -0.02, 0.10], [0.05, -0.12, 0.00], [-0.12, 0.10, -0.02], [0.02, -0.09, 0.06], [0.06, 0.08, -0.07], [0.01, 0.12, 0.01], [-0.06, -0.09, 0.03]],
  "nbo_charge": [-0.89, 2.31, -0.94, -0.94, -0.71, -0.32, 0.70, -0.65, -0.43, -0.21, -0.40, -0.41, -0.40, -0.41, -0.22, 0.21, -0.28, -0.22, 0.21, 0.24, -0.24, -0.48, -0.10, -0.10, -0.48, 0.26, 0.28, 0.24, 0.23, 0.21, 0.20, 0.23, 0.21, 0.19, 0.20, 0.21, 0.21, 0.20, 0.20, 0.22, 0.24, 0.19, 0.22, 0.23, 0.24, 0.20, 0.18, 0.20, 0.18]
}

---

{
  "formula": "C17H24N4O2S",
  "method": "ωB97M-V/def2-TZVPD",
  "energy_ev": -38889.9098,
  "molar_mass_g_mol": 348.47,
  "e_above_lowest_kcal_mol": 499.41,
  "max_force_ev_per_a": 19.79,
  "homo_lumo_gap_ev": 8.58,
  "total_charge": 0,
  "homo_energy_ev": -8.125,
  "elements": ["C", "C", "O", "C", "C", "C", "C", "C", "C", "H", "H", "O", "C", "C", "H", "H", "S", "C", "N", "N", "N", "N", "C", "C", "C", "C", "C", "C", "H", "H", "H", "H", "H", "H", "H", "H", "H", "H", "H", "H", "H", "H", "H", "H", "H", "H", "H", "H"],
  "xyz": [[0.23676, 7.04339, 3.02195], [-0.90866, 6.10149, 3.24835], [-0.41583, 4.80582, 3.77149], [-0.01668, 3.99816, 2.91613], [-0.03397, 4.22408, 1.39269], [0.42107, 3.12685, 0.86253], [0.82046, 1.97003, 1.54026], [1.08809, 1.88120, 2.76108], [0.57550, 2.93553, 3.55552], [0.44176, 2.78574, 4.60427], [1.52526, 0.91070, 3.47346], [1.65301, 1.05704, 0.60881], [1.83451, -0.17673, 0.90153], [0.78318, -1.24766, 1.50256], [1.16148, -2.06779, 1.73757], [-0.01605, -0.68066, 2.28307], [-0.48964, -1.50347, -0.04809], [0.61010, -2.60551, -0.77826], [1.98578, -3.16861, -0.46613], [2.27037, -3.93920, -1.23122], [1.53465, -3.91056, -2.34226], [0.42549, -3.20482, -1.81474], [-0.62852, -3.13855, -2.83493], [-2.03608, -3.59010, -2.08283], [-2.85270, -3.41614, -3.32991], [-3.26917, -2.08973, -3.79076], [-2.14025, -1.47570, -4.49811], [-0.68669, -1.71657, -3.39205], [-1.10877, -0.94511, -2.46677], [0.01970, -1.35697, -3.89367], [-1.98698, -0.54436, -4.73346], [-1.72305, -2.07413, -5.35875], [-4.09268, -2.00903, -4.44609], [-3.60933, -1.28417, -2.96586], [-4.10700, -3.72349, -2.76834], [-2.81531, -4.24567, -3.99810], [-2.07232, -2.87444, -1.51852], [-2.00040, -4.69737, -1.72884], [-0.41605, -3.74146, -3.72972], [2.53451, -0.74419, 0.45701], [2.41066, -0.27302, 1.96874], [0.45851, 3.11922, 0.03508], [-0.40457, 5.06568, 1.13729], [-1.68471, 6.19176, 2.46341], [-1.36131, 6.75491, 4.20384], [0.86924, 7.15404, 3.74022], [0.77239, 6.64125, 2.13027], [-0.21868, 8.02859, 2.55297]],
  "atomic_forces_ev_per_a": [[-3.79, 0.16, -8.38], [-0.82, 2.90, 4.76], [-4.24, 6.95, 2.37], [2.41, -2.47, -4.18], [1.47, -4.82, 9.24], [-0.64, -1.73, 15.10], [2.80, -1.82, -7.99], [0.80, -2.67, 10.04], [0.09, -1.57, -1.75], [0.21, 0.41, 0.50], [-1.04, 2.86, -2.88], [-3.14, 4.59, -1.39], [-0.39, -4.42, 8.79], [-7.15, 11.62, -3.65], [3.27, -7.18, 2.18], [2.56, -1.91, -1.86], [1.68, -0.27, 2.28], [2.76, 0.83, 3.66], [-4.37, 9.65, 12.81], [4.35, -7.04, -11.08], [-1.43, -1.55, 2.11], [-0.80, -2.71, -9.28], [-0.82, 0.33, 0.89], [4.21, -7.41, -9.44], [-7.92, -2.44, 4.57], [0.14, 4.04, 0.90], [5.52, -6.21, 1.71], [-11.29, -0.09, 5.42], [1.77, -1.92, -2.58], [6.40, 2.67, -3.67], [-0.20, 5.41, -1.05], [-1.03, 0.30, 0.48], [-1.29, -0.87, -0.73], [0.90, -2.20, -1.07], [3.03, 0.25, -1.64], [0.54, -0.11, -0.94], [-1.60, 7.02, 7.06], [0.03, 2.35, -0.32], [0.36, -0.56, 0.98], [2.18, -1.27, -3.20], [-0.25, 0.60, -1.16], [1.23, -0.85, -19.74], [-2.19, 5.29, -2.87], [0.54, -1.13, 0.34], [0.29, -2.67, -2.05], [3.54, 0.91, 4.69], [0.31, 0.38, 0.57], [0.99, -1.63, 1.48]],
  "nbo_charge": [-0.61, -0.11, -0.46, 0.35, -0.26, -0.13, 0.19, -0.19, -0.32, 0.23, 0.24, -0.51, -0.03, -0.36, 0.17, 0.22, 0.16, 0.13, -0.26, -0.01, -0.23, -0.21, -0.07, -0.36, -0.36, -0.45, -0.34, -0.36, 0.18, 0.18, 0.20, 0.18, 0.22, 0.21, 0.15, 0.23, 0.18, 0.23, 0.24, 0.22, 0.10, 0.17, 0.20, 0.21, 0.20, 0.21, 0.20, 0.21]
}

---

{
  "formula": "C17H24N4O3S",
  "method": "ωB97M-V/def2-TZVPD",
  "energy_ev": -40957.0500,
  "smiles": "CCN(CC(=O)NCCCn1ccnc1)S(=O)(=O)c1ccc(C)cc1",
  "molar_mass_g_mol": 364.47,
  "e_above_lowest_kcal_mol": 45.30,
  "max_force_ev_per_a": 1.15,
  "homo_lumo_gap_ev": 9.75,
  "total_charge": 0,
  "homo_energy_ev": -9.058,
  "elements": ["C", "C", "N", "C", "C", "O", "N", "C", "C", "C", "N", "C", "C", "N", "C", "S", "O", "O", "C", "C", "C", "C", "C", "C", "C", "H", "H", "H", "H", "H", "H", "H", "H", "H", "H", "H", "H", "H", "H", "H", "H", "H", "H", "H", "H", "H", "H", "H", "H"],
  "xyz": [[-5.72236, 0.01255, -0.25510], [-4.29086, 0.41564, -0.59825], [-3.32795, -0.30721, 0.20147], [-2.97330, -1.66736, -0.14118], [-1.59571, -1.71729, -0.81078], [-1.44710, -1.74120, -2.01624], [-0.58387, -1.72375, 0.07597], [0.80113, -1.64914, -0.32531], [1.65612, -2.57661, 0.53531], [3.13878, -2.49095, 0.15814], [3.67123, -1.17682, 0.39250], [4.01011, -0.64360, 1.60426], [4.40020, 0.63997, 1.35776], [4.30295, 0.90450, 0.02851], [3.86143, -0.19514, -0.51760], [-2.41335, 0.49750, 1.31111], [-1.89029, -0.49155, 2.22481], [-3.20542, 1.56145, 1.85056], [-1.00949, 1.23264, 0.46593], [-1.00552, 1.48293, -0.89103], [0.10168, 2.08596, -1.46646], [1.19990, 2.45208, -0.69678], [2.39091, 3.11957, -1.30256], [1.17520, 2.18516, 0.67086], [0.07777, 1.57701, 1.25027], [-5.90666, 0.19980, 0.79892], [-5.88864, -1.04257, -0.45804], [-6.42211, 0.59661, -0.84682], [-4.09101, 0.24995, -1.66368], [-4.15030, 1.47219, -0.36494], [-2.96600, -2.26704, 0.77312], [-3.71838, -2.06082, -0.83333], [-0.80698, -1.54166, 1.05009], [0.84253, -1.94061, -1.37836], [1.16277, -0.61681, -0.23454], [1.53118, -2.29997, 1.58449], [1.31816, -3.60604, 0.41102], [3.70975, -3.21422, 0.74877], [3.26587, -2.72687, -0.90163], [3.95663, -1.21009, 2.51087], [4.74953, 1.38434, 2.04457], [3.67314, -0.32564, -1.56465], [-1.84737, 1.20064, -1.50176], [0.10731, 2.27497, -2.52962], [2.47018, 4.14180, -0.93518], [2.31802, 3.14501, -2.38618], [3.29806, 2.58906, -1.01096], [2.02828, 2.45282, 1.27540], [0.04387, 1.35884, 2.30627]],
  "atomic_forces_ev_per_a": [[0.31, 0.11, -0.04], [-0.52, 0.37, -0.12], [0.72, 0.52, 0.72], [0.34, -0.38, 0.09], [-0.25, -0.35, 0.21], [-0.09, 0.07, -0.43], [0.30, -0.20, 0.27], [0.09, -0.08, -0.06], [0.10, 0.19, -0.30], [-0.49, -0.49, 0.12], [0.25, 0.28, -0.02], [0.05, 0.10, 0.28], [-0.03, -0.18, 0.17], [0.17, 0.30, -0.32], [0.05, 0.02, -0.10], [-0.24, 0.13, -0.14], [-0.03, -0.01, -0.08], [-0.05, 0.07, -0.21], [-0.48, -0.23, 0.21], [-0.14, -0.03, -0.03], [0.01, 0.00, 0.11], [-0.08, -0.03, -0.03], [0.08, 0.02, -0.01], [-0.14, -0.06, -0.03], [0.06, 0.01, 0.18], [-0.06, 0.01, 0.10], [-0.07, -0.11, -0.03], [-0.12, 0.01, -0.07], [0.08, 0.07, 0.11], [-0.10, -0.01, -0.24], [-0.06, -0.08, -0.17], [0.09, 0.08, 0.06], [0.03, -0.14, -0.19], [0.06, 0.08, 0.09], [-0.04, -0.06, -0.08], [0.04, -0.08, 0.08], [-0.03, -0.03, 0.04], [0.00, 0.09, -0.17], [0.06, -0.01, 0.09], [-0.02, -0.15, 0.18], [0.07, 0.08, 0.23], [-0.09, -0.15, -0.26], [-0.09, -0.06, -0.13], [0.01, 0.02, -0.11], [0.03, 0.12, -0.03], [0.01, 0.05, -0.11], [0.00, 0.10, -0.07], [0.08, 0.01, 0.09], [0.12, 0.01, 0.16]],
  "nbo_charge": [-0.61, -0.22, -0.70, -0.31, 0.66, -0.63, -0.63, -0.24, -0.41, -0.20, -0.34, -0.11, -0.09, -0.48, 0.17, 2.33, -0.97, -0.93, -0.26, -0.21, -0.21, 0.01, -0.66, -0.20, -0.22, 0.22, 0.20, 0.22, 0.20, 0.23, 0.23, 0.24, 0.43, 0.23, 0.21, 0.20, 0.22, 0.21, 0.21, 0.22, 0.21, 0.20, 0.23, 0.22, 0.22, 0.21, 0.27, 0.22, 0.23]
}

---

{
  "formula": "C17H24N6O5PtS2",
  "method": "ωB97M-V/def2-TZVPD",
  "energy_ev": -62101.4420,
  "molar_mass_g_mol": 651.63,
  "e_above_lowest_kcal_mol": 0.00,
  "max_force_ev_per_a": 0.50,
  "homo_lumo_gap_ev": 8.15,
  "total_charge": 2,
  "homo_energy_ev": -14.092,
  "elements": ["Pt", "O", "C", "C", "N", "C", "C", "O", "O", "C", "C", "O", "O", "H", "H", "H", "H", "H", "H", "H", "H", "H", "N", "C", "S", "N", "C", "C", "C", "C", "C", "C", "H", "H", "H", "H", "H", "H", "H", "H", "C", "C", "C", "N", "N", "C", "N", "S", "H", "H", "H", "H", "H", "H", "H"],
  "xyz": [[-0.83334, -0.29179, -0.53561], [-0.63099, -4.57966, -1.18357], [0.22422, -4.10137, -2.20176], [1.69058, -4.30301, -1.82223], [1.94044, -3.81876, -0.44949], [2.19502, -4.62922, 0.49848], [-2.49879, -2.76292, 0.11274], [-2.66298, -3.54314, 0.92904], [-2.35063, -1.94745, -0.72695], [1.83684, -2.35017, -0.25577], [1.11024, -2.00632, 1.05383], [1.57470, -2.39663, 2.09861], [-0.00340, -1.33720, 0.97201], [-0.96975, -5.45434, -1.40371], [0.00271, -3.04005, -2.33741], [0.05571, -4.59045, -3.16242], [2.34473, -3.75572, -2.50222], [1.95951, -5.35703, -1.84790], [2.36134, -4.23619, 1.49562], [2.24940, -5.68710, 0.27607], [1.31829, -1.94313, -1.11715], [2.84610, -1.93918, -0.22635], [0.13711, 1.19418, 2.30465], [0.60537, 1.90868, 1.30175], [0.73924, 1.31364, -0.33976], [1.04451, 3.14339, 1.49965], [1.14991, 3.75449, 2.80262], [0.26131, 4.75875, 3.15347], [0.37443, 5.34800, 4.40427], [1.35598, 4.92276, 5.28833], [2.23743, 3.91290, 4.92593], [2.14295, 3.32619, 3.67295], [-0.05780, 0.20748, 2.17494], [0.10773, 1.59528, 3.23164], [1.26665, 3.69269, 0.68225], [-0.50333, 5.07645, 2.45627], [-0.30652, 6.13855, 4.68779], [1.43844, 5.38404, 6.26292], [3.00793, 3.59131, 5.61301], [2.83715, 2.55454, 3.36455], [0.48826, 0.16741, -3.64574], [-0.93847, 0.31288, -4.15053], [-1.99234, 0.71366, -3.16087], [-1.98430, 0.67146, -1.86173], [-3.15181, 1.08239, -1.24296], [-4.06472, 1.38600, -2.11187], [-5.31468, 1.74876, -1.78285], [-3.51512, 1.28342, -3.75884], [1.13555, -0.07396, -4.48750], [0.58250, -0.62934, -2.90649], [0.85050, 1.09445, -3.20457], [-1.27566, -0.61613, -4.61998], [-0.95604, 1.06029, -4.94668], [-5.52438, 1.89689, -0.80924], [-5.93774, 2.14936, -2.46120]],
  "atomic_forces_ev_per_a": [[0.01, -0.16, 0.12], [-0.02, 0.01, 0.00], [0.01, 0.01, -0.01], [-0.08, -0.02, 0.02], [0.00, -0.03, -0.01], [0.12, 0.09, -0.04], [0.10, 0.16, -0.06], [-0.06, -0.08, 0.01], [0.08, -0.10, 0.10], [0.01, 0.02, 0.00], [-0.14, -0.01, -0.02], [0.05, -0.01, 0.02], [0.03, 0.00, 0.05], [0.01, 0.00, 0.00], [0.01, 0.00, 0.00], [-0.01, -0.01, 0.01], [0.01, 0.01, 0.01], [0.00, 0.00, -0.01], [-0.03, -0.01, 0.00], [-0.02, -0.01, 0.01], [0.02, -0.02, -0.01], [0.00, 0.00, 0.04], [0.03, -0.05, -0.05], [-0.05, 0.01, -0.02], [-0.08, 0.07, -0.08], [-0.03, -0.03, 0.02], [0.04, -0.01, -0.02], [-0.01, -0.01, 0.00], [0.00, 0.00, 0.00], [0.00, 0.00, 0.00], [0.00, 0.00, -0.01], [-0.01, 0.02, 0.00], [0.00, 0.02, 0.00], [0.00, 0.00, 0.01], [0.02, 0.00, 0.00], [0.00, 0.00, 0.00], [0.00, 0.00, 0.00], [0.00, 0.00, 0.00], [0.00, 0.00, 0.00], [0.01, 0.00, 0.01], [0.01, 0.01, 0.01], [-0.02, -0.01, 0.00], [-0.16, 0.14, -0.04], [-0.38, 0.14, -0.15], [0.35, -0.29, 0.21], [0.07, 0.22, -0.20], [0.02, 0.01, 0.00], [0.11, -0.08, 0.03], [0.00, 0.00, 0.00], [-0.01, 0.01, 0.00], [0.01, 0.02, 0.03], [0.01, -0.01, 0.02], [-0.01, 0.00, -0.01], [0.01, 0.00, 0.00], [0.00, 0.00, -0.01]],
  "nbo_charge": [0.75, -0.74, -0.08, -0.25, -0.22, 0.13, 1.09, -0.40, -0.61, -0.36, 0.78, -0.59, -0.77, 0.50, 0.18, 0.22, 0.24, 0.23, 0.27, 0.22, 0.23, 0.27, -0.76, 0.38, -0.05, -0.56, 0.07, -0.21, -0.18, -0.18, -0.19, -0.23, 0.45, 0.43, 0.43, 0.23, 0.24, 0.24, 0.24, 0.23, -0.60, -0.47, 0.11, -0.31, -0.35, 0.24, -0.77, 0.44, 0.24, 0.19, 0.23, 0.25, 0.25, 0.43, 0.42]
}